The following is a DFT calculation (wB97M-V/def2-TZVPD) of one molecule with the formula C9H14N4O3.

CARTESIAN COORDINATES (ANGSTROEM)
C 3.14 -1.34 -0.75
C 2.20 -0.17 -0.29
N 2.35 0.05 1.13
C 0.78 -0.64 -0.53
O 0.31 -0.43 -1.62
N 0.18 -1.28 0.48
C -1.23 -1.37 0.82
C -1.73 -0.02 1.37
C -1.45 1.17 0.55
C -2.22 1.67 -0.43
N -1.48 2.68 -0.99
C -0.32 2.77 -0.29
N -0.22 1.84 0.64
C -2.31 -1.79 -0.25
O -3.39 -2.18 0.15
O -1.98 -1.67 -1.56
H 3.09 -1.51 -1.79
H 2.87 -2.22 -0.22
H 4.20 -1.04 -0.49
H 2.35 0.80 -0.86
H 3.34 0.17 1.35
H 1.79 0.85 1.46
H 0.81 -1.20 1.29
H -1.33 -2.08 1.64
H -1.29 0.07 2.36
H -2.83 -0.06 1.54
H -3.17 1.38 -0.70
H -1.73 3.24 -1.84
H 0.42 3.45 -0.58
H -1.16 -1.14 -1.60

Values from the calculation:
Energy relative to the best compared isomer or geometry (same formula, charge and spin), kJ/mol: 59.1
LUMO energy, eV: 0.7
SMILES: C[C@H](N)C(=O)N[C@@H](Cc1c[nH]cn1)C(=O)O
E_tot, hartree: -796.140573

=====

The following is a DFT calculation (wB97M-V/def2-TZVPD) of a 2-piece molecular cluster, C3H2IO3 overall.

CARTESIAN COORDINATES (ANGSTROEM)
C 0.36 0.37 -0.33
C 0.81 -1.91 -1.15
C -1.91 1.16 1.85
O 1.25 -2.69 -1.86
O -2.72 1.82 2.30
O 0.28 -1.08 -0.50
I 2.06 0.97 0.71
H -0.54 0.59 0.37
H 0.43 0.79 -1.38

Values from the calculation:
Net charge: +1
Energy relative to the best compared isomer or geometry (same formula, charge and spin), kJ/mol: 178.2
LUMO energy, eV: -5.0
E_tot, hartree: -638.566316

=====

The following is a DFT calculation (wB97M-V/def2-TZVPD) of one molecule with the formula CH2N2O2.

CARTESIAN COORDINATES (ANGSTROEM)
C -1.39 0.42 0.03
N 1.77 -0.94 -0.02
N -0.36 -0.65 0.06
O -2.57 0.25 0.00
O 0.81 -0.10 0.08
H -0.86 1.52 -0.10
H 2.60 -0.49 -0.04

Values from the calculation:
Energy relative to the best compared isomer or geometry (same formula, charge and spin), kJ/mol: 658.1
LUMO energy (spin up / spin down), eV: -1.0 / -1.6
E_tot, hartree: -299.086193

=====

> Which of these has the lowest energy relative to the best compared isomer or geometry (same formula, charge and spin)?

C9H14N4O3

=====

> Which of these has the highest energy relative to the best compared isomer or geometry (same formula, charge and spin)?

CH2N2O2

=====

> energy relative to the best compared isomer or geometry (same formula, charge and spin) of number 3 (CH2N2O2)?

658.1 kJ/mol